Entry 1:
# C4H8O3

A 3-piece molecular cluster, C4H8O3 overall in a non-equilibrium geometry (wB97M-V/def2-TZVPD, the Open Molecules 2025 dataset).

As for the molar mass: 104.10 u. The maximum force comes out at 1.5 eV/A. Its relative energy (zero: lowest compared OMol25 entry of this formula, charge and spin) is 76.8 kcal/mol. Its electronic energy is -10417.6711 eV. As for the orbital gap: 9.24 eV.

Last column: Löwdin charge in e.
Element x y z (Å)
1 C -0.036529 0.173235 -1.655422  -0.027
2 C -0.389929 -0.645844 -0.453232  -0.445
3 O -1.668810 -1.122508 -0.471967  0.012
4 C 0.464829 -0.924603 0.536646  -0.238
5 O 1.811089 -0.727920 0.334473  -0.031
6 C 0.457529 1.353758 2.041885  0.022
7 O 1.564489 1.564274 1.869424  0.045
8 H -0.940385 0.443632 -2.208708  0.087
9 H 0.491247 1.088639 -1.368471  0.085
10 H 0.621964 -0.399806 -2.312505  0.091
11 H -1.654220 1.148798 0.229981  0.074
12 H -1.737252 -1.819266 0.195326  0.111
13 H 0.142307 -1.451714 1.438669  0.126
14 H 2.188712 -0.188426 1.040969  0.059
15 H -1.315037 1.507747 0.782930  0.029

Atoms 1-2, force components in eV/Å:
0.04 -0.05 -0.05
0.50 -0.12 -0.02


Entry 2:
# C7H28FeN14O11S

C7H28FeN14O11S as an isolated structure in a non-equilibrium geometry (wB97M-V/def2-TZVPD, the Open Molecules 2025 dataset).

As for the molar mass: 572.30 u. The maximum force comes out at 9.2 eV/A. Its electronic energy is -96312.3012 eV. Its spin multiplicity is 9. As for the orbital gap (alpha / beta): 3.51 / 2.69 eV.

Last column: Löwdin charge in e.
Element x y z (Å)
1 Fe -1.610720 2.844369 -0.623911  0.992
2 S 0.161634 0.917199 -0.069623  0.287
3 O 1.373164 0.554730 -0.772276  -0.286
4 O 0.120354 2.303974 0.195769  -0.421
5 O -1.003199 0.910545 -0.952261  -0.487
6 O -0.042478 0.012477 1.116444  -0.417
7 C 1.794842 2.101746 3.846647  -0.851
8 O 2.336445 2.074074 4.917012  0.061
9 N 1.442552 1.047861 3.292067  0.194
10 N 1.714138 3.149178 3.078825  0.183
11 H 1.058961 0.942928 2.363664  0.057
12 H 1.367686 0.202659 3.839921  0.119
13 H 1.248139 3.155230 2.182780  0.081
14 H 1.821494 4.008397 3.598759  0.122
15 C -2.066803 -0.913232 -4.227355  -0.747
16 O -1.486522 -1.921225 -3.924711  0.052
17 N -2.415786 -0.601854 -5.498263  0.163
18 N -2.209840 0.121189 -3.447441  0.158
19 H -2.911761 0.257946 -5.684980  0.107
20 H -2.348827 -1.459464 -6.027540  0.119
21 H -1.774169 0.093284 -2.536675  0.031
22 H -2.526707 1.032484 -3.746188  0.090
23 C 4.187900 2.108525 -1.400191  -0.811
24 O 5.022219 2.640606 -2.121846  0.017
25 N 3.855130 0.882318 -1.421334  0.177
26 N 3.701838 2.796479 -0.422003  0.177
27 H 4.148005 0.270373 -2.169570  0.120
28 H 2.939002 0.674358 -1.050459  0.028
29 H 2.845807 2.467044 0.000828  0.075
30 H 3.828750 3.788510 -0.281073  0.126
31 C 1.255698 -2.392340 2.609234  -0.859
32 O 1.754172 -3.280779 3.225073  0.070
33 N 0.265650 -1.732670 3.034036  0.163
34 N 1.661096 -2.071267 1.421233  0.198
35 H -0.013321 -2.069853 3.944300  0.140
36 H -0.173152 -1.004675 2.488524  0.042
37 H 2.361109 -2.503193 0.835116  0.124
38 H 1.324702 -1.163398 1.133642  0.046
39 C -2.695252 1.849397 2.122751  -0.730
40 O -2.527312 2.395416 1.063461  -0.200
41 N -1.931507 0.941983 2.619130  0.225
42 N -3.743493 2.119070 2.866413  0.206
43 H -2.265611 0.325432 3.345998  0.134
44 H -1.215414 0.604894 1.991690  0.017
45 H -4.448624 2.671240 2.399505  0.129
46 H -3.842735 1.737408 3.796249  0.129
47 C -3.491038 -2.079149 -0.012460  -0.661
48 O -4.355739 -2.941596 -0.007190  0.114
49 N -2.245243 -2.291113 0.305288  0.352
50 N -3.497515 -1.116838 -0.881481  0.402
51 H -1.976879 -3.225505 0.579132  0.178
52 H -1.622327 -1.512907 0.468016  0.104
53 H -4.271882 -1.196978 -1.524943  0.169
54 H -2.647414 -0.577136 -0.959781  0.085
55 C 1.554811 -2.778001 -2.491477  -0.789
56 O 1.290477 -3.811428 -3.073644  0.056
57 N 0.817976 -1.753254 -2.185861  0.170
58 N 2.750778 -2.445056 -2.145768  0.163
59 H 1.148699 -0.925856 -1.710331  0.042
60 H -0.066938 -1.719071 -2.671489  0.061
61 H 2.872192 -1.448225 -2.037703  0.081
62 H 3.402788 -3.067258 -2.601680  0.129

Atoms 1-2, force components in eV/Å:
-1.08 0.09 0.41
2.73 -5.08 -0.39


Entry 3:
# C2H4N2O2

One molecule with the formula C2H4N2O2 in a non-equilibrium geometry (wB97M-V/def2-TZVPD, the Open Molecules 2025 dataset).

Its SMILES is [H]/N=C\NOC=O. As for the molar mass: 88.07 u. The maximum force comes out at 3.4 eV/A. Its relative energy (zero: lowest compared OMol25 entry of this formula, charge and spin) is 93.9 kcal/mol. Its electronic energy is -9211.1489 eV. As for the orbital gap: 10.42 eV.

Last column: Löwdin charge in e.
Element x y z (Å)
1 C -1.083855 -0.943751 0.102222  -0.330
2 C 1.070134 1.275594 -0.044885  -0.265
3 H -0.167763 -0.917853 -1.659815  0.082
4 H -1.956432 -1.377246 0.746869  0.149
5 H 0.050232 0.102079 1.606840  0.165
6 H 1.617518 1.539229 -1.065536  0.182
7 N -1.109673 -0.972678 -1.163242  0.072
8 N 0.022878 -0.598545 0.800332  -0.023
9 O 0.930351 -0.125482 -0.122124  -0.108
10 O 0.626610 2.018652 0.799339  0.076

Atoms 1-2, force components in eV/Å:
-2.36 -1.11 -0.21
0.18 0.04 -1.93


Entry 4:
# C3H8OS

A 2-piece molecular cluster, C3H8OS overall in a non-equilibrium geometry (wB97M-V/def2-TZVPD, the Open Molecules 2025 dataset).

As for the molar mass: 92.16 u. The maximum force comes out at 2.1 eV/A. Its relative energy (zero: lowest compared OMol25 entry of this formula, charge and spin) is 34.4 kcal/mol. Its electronic energy is -16112.6116 eV. The total charge is +1. Its spin multiplicity is 2. As for the orbital gap (alpha / beta): 8.36 / 3.16 eV.

Last column: Löwdin charge in e.
Element x y z (Å)
1 C -1.860102 -0.036645 0.142773  -0.346
2 S -1.664303 1.239350 -1.081614  1.114
3 H -1.544902 0.416513 1.077609  0.066
4 H -2.903596 -0.369207 0.238872  0.084
5 H -1.336135 -0.927655 -0.222038  0.073
6 H -2.415055 0.786689 -2.108375  -0.032
7 C 1.545881 -1.056892 0.705810  0.015
8 C 1.666216 -0.024875 -0.115126  -0.293
9 O 2.413364 1.045132 0.331873  -0.014
10 H 0.957965 -1.944914 0.470309  0.057
11 H 1.710215 -1.076300 1.771329  0.074
12 H 1.346275 0.081383 -1.148814  0.102
13 H 2.084178 1.867419 -0.062609  0.098

Atoms 1-2, force components in eV/Å:
-0.97 0.08 -0.34
0.02 -0.01 0.27